Entry 1:
2 unconnected molecules or ions with the total composition C4H9BO2 in a non-equilibrium geometry. Source: OMol25; level of theory: the ωB97M-V functional and the def2-TZVPD basis.

Each line ends with the Mulliken spin population.
CARTESIAN COORDINATES (ANGSTROEM)
B1 1.824 0.272 -0.029  0.88
C1 -1.645 0.206 -0.632  0.73
C2 2.198 -1.224 -0.483  -0.01
C3 2.448 1.537 0.645  -0.01
C4 -3.621 -0.520 0.231  0.07
O1 -1.995 1.377 -0.712  0.22
O2 -2.282 -0.785 -0.145  -0.02
H1 1.856 -1.488 -1.463  0.02
H2 1.714 -2.035 0.050  0.01
H3 3.310 -1.522 -0.543  0.04
H4 2.770 2.116 -0.293  0.01
H5 3.318 1.356 1.289  0.03
H6 1.712 2.044 1.161  0.03
H7 -3.695 -0.537 1.250  0.00
H8 -4.201 -1.342 -0.308  0.00
H9 -3.711 0.546 -0.020  0.00

Results
E_LUMO (alpha / beta) = 0.787 / -0.653 eV
Spin multiplicity = 3
Energy relative to the best compared isomer or geometry (same formula, charge and spin) = 378.0 kJ/mol
Energy = -9059.8407 eV
Kohn-Sham gap (alpha / beta) = 7.001 / 10.936 eV
HOMO (alpha / beta) = -0.228 / -0.426 hartree



Entry 2:
A molecular structure, C35H53AsNOP2Y in a non-equilibrium geometry. Source: OMol25; level of theory: the ωB97M-V functional and the def2-TZVPD basis.

Each line ends with the Mulliken charge.
CARTESIAN COORDINATES (ANGSTROEM)
Y1 0.212 0.005 -0.039  -2.18
P1 0.205 -2.507 -0.366  1.41
P2 0.203 2.532 -0.055  1.25
N1 1.974 0.056 -0.910  -0.26
C1 1.856 -2.377 -1.189  -1.22
H1 2.359 -3.318 -0.990  0.57
H2 1.664 -2.280 -2.263  0.50
C2 2.704 -1.162 -0.718  -0.44
H3 3.019 -1.315 0.327  -0.03
H4 3.600 -1.088 -1.322  0.79
C3 2.704 1.242 -0.568  -0.43
H5 3.600 1.245 -1.176  0.82
H6 3.020 1.263 0.490  -0.02
C4 1.856 2.507 -0.882  -1.04
H7 1.663 2.545 -1.960  0.46
H8 2.358 3.416 -0.567  0.54
C5 0.432 3.118 1.624  2.04
C6 -0.712 2.789 2.603  -1.18
H9 -0.425 3.098 3.615  0.59
H10 -0.902 1.684 2.667  -0.59
H11 -1.652 3.254 2.330  0.56
C7 -1.002 3.230 -1.114  0.81
C8 -2.390 3.313 -0.454  -1.42
H12 -3.122 3.656 -1.201  0.49
H13 -2.393 4.036 0.366  0.32
H14 -2.739 2.347 -0.069  0.26
C9 -1.001 -3.063 -1.509  0.64
C10 -2.390 -3.230 -0.865  -1.43
H15 -3.122 -3.477 -1.649  0.49
H16 -2.739 -2.320 -0.362  0.25
H17 -2.393 -4.050 -0.141  0.32
C11 0.433 -3.292 1.227  1.14
C12 -0.704 -3.081 2.229  -1.22
H18 -0.428 -3.526 3.193  0.60
H19 -1.650 -3.519 1.908  0.28
H20 -0.901 -2.011 2.430  -0.05
C13 -1.816 -0.044 0.697  0.84
C14 -0.509 4.580 -1.623  -1.48
H21 -0.480 5.328 -0.827  0.30
H22 0.475 4.521 -2.086  0.38
H23 -1.212 4.946 -2.386  0.47
C15 -0.509 -4.342 -2.183  -1.53
H24 -1.212 -4.609 -2.986  0.47
H25 0.475 -4.225 -2.635  0.38
H26 -0.480 -5.183 -1.486  0.30
C16 0.688 -4.769 0.971  -1.66
H27 1.026 -5.235 1.913  0.44
H28 -0.224 -5.292 0.669  0.34
H29 1.463 -4.945 0.225  0.39
C17 0.687 4.609 1.560  -1.77
H30 -0.225 5.167 1.325  0.34
H31 1.027 4.956 2.554  0.46
H32 1.464 4.878 0.841  0.40
H33 1.344 2.602 1.987  -1.21
H34 1.345 -2.829 1.645  -0.13
H35 -1.081 2.543 -1.981  0.28
H36 -1.081 -2.276 -2.283  0.19
O1 -2.929 -0.079 1.225  -0.46
H37 -0.393 -0.095 -3.062  0.09
H38 -1.049 0.086 -2.773  -0.02
C18 1.960 3.191 6.689  -0.63
C19 2.701 3.099 5.514  -0.94
C20 2.353 2.173 4.529  -0.40
C21 1.245 1.330 4.709  1.08
C22 0.532 1.424 5.887  -0.47
C23 0.875 2.350 6.873  -0.73
As1 0.831 0.045 3.215  2.77
C24 2.622 -0.788 3.643  1.54
C25 3.727 -0.626 2.794  -0.33
C26 4.970 -1.151 3.127  -0.84
C27 5.142 -1.820 4.330  -0.69
C28 4.060 -1.935 5.200  -0.97
C29 2.821 -1.404 4.852  -1.41
C30 -0.841 -0.611 4.236  0.68
C31 -0.693 -1.742 5.035  -0.69
C32 -1.753 -2.279 5.764  -0.74
C33 -3.010 -1.683 5.710  -0.77
C34 -3.177 -0.558 4.916  -0.82
C35 -2.107 -0.042 4.190  -0.05
H39 2.227 3.921 7.460  0.39
H40 3.565 3.766 5.363  0.43
H41 2.964 2.125 3.613  0.19
H42 -0.351 0.785 6.108  0.23
H43 0.278 2.412 7.797  0.44
H44 3.636 -0.048 1.831  0.15
H45 5.820 -1.026 2.440  0.42
H46 6.115 -2.235 4.602  0.40
H47 4.190 -2.437 6.169  0.43
H48 2.010 -1.472 5.602  0.35
H49 0.276 -2.296 5.092  0.11
H50 -1.607 -3.179 6.379  0.43
H51 -3.845 -2.095 6.275  0.40
H52 -4.169 -0.080 4.859  0.43
H53 -2.373 0.862 3.586  0.20

Results
E_LUMO (alpha / beta) = -5.798 / -8.862 eV
Energy relative to the best compared isomer or geometry (same formula, charge and spin) = 0.0 kJ/mol
Net charge = +2
Energy = -121130.7103 eV
Kohn-Sham gap (alpha / beta) = 7.743 / 2.979 eV
HOMO (alpha / beta) = -0.498 / -0.435 hartree



Entry 3:
2 unconnected molecules or ions with the total composition C3H10N2 in a non-equilibrium geometry. Source: OMol25; level of theory: the ωB97M-V functional and the def2-TZVPD basis.

Each line ends with the natural charge from an NBO analysis.
CARTESIAN COORDINATES (ANGSTROEM)
C1 1.959 -2.319 0.180  -0.38
C2 1.437 -2.745 1.386  -0.39
H1 1.495 -2.619 -0.692  0.19
H2 2.913 -1.781 0.095  0.20
H3 0.598 -3.474 1.376  0.19
H4 1.704 -2.412 2.413  0.20
N1 -0.306 1.695 -1.486  -0.85
C3 -0.935 1.008 -0.372  -0.05
N2 -1.826 2.020 0.355  -0.85
H5 -0.967 2.402 -1.836  0.37
H6 -0.173 1.072 -2.345  0.36
H7 -1.719 0.204 -0.574  0.16
H8 -0.159 0.674 0.432  0.16
H9 -2.346 1.588 1.092  0.36
H10 -1.190 2.682 0.788  0.35

Results
E_LUMO = 1.088 eV
Energy relative to the best compared isomer or geometry (same formula, charge and spin) = 187.2 kJ/mol
Energy = -6251.4886 eV
Kohn-Sham gap = 10.388 eV
HOMO = -0.342 hartree



Entry 4:
2 unconnected molecules or ions with the total composition C7H16N3. Source: OMol25; level of theory: the ωB97M-V functional and the def2-TZVPD basis.

Each line ends with the natural charge from an NBO analysis.
CARTESIAN COORDINATES (ANGSTROEM)
C1 0.370 1.356 -0.600  -0.41
C2 0.261 2.883 -0.562  -0.60
C3 1.319 0.775 0.398  0.07
C4 2.672 0.596 0.307  -0.11
C5 1.921 -0.170 2.224  0.17
N1 0.859 0.274 1.595  -0.51
N2 3.042 0.006 1.484  -0.50
H1 -0.607 0.915 -0.381  0.16
H2 0.681 1.036 -1.602  0.21
H3 -0.496 3.222 -1.270  0.21
H4 3.321 0.857 -0.515  0.23
H5 1.916 -0.622 3.204  0.21
H6 3.971 -0.293 1.728  0.43
H7 1.215 3.345 -0.813  0.22
H8 -0.039 3.234 0.425  0.22
C6 -1.877 -1.477 -1.153  -0.23
C7 -0.773 -2.200 -0.404  -0.65
N3 -2.916 -1.050 -0.160  -0.67
H9 -1.497 -0.589 -1.646  0.24
H10 -2.345 -2.116 -1.908  0.23
H11 -1.175 -3.100 0.075  0.22
H12 -0.357 -1.540 0.369  0.25
H13 -2.492 -0.478 0.576  0.45
H14 -3.668 -0.509 -0.597  0.45
H15 -3.352 -1.865 0.279  0.44
H16 0.045 -2.490 -1.054  0.26

Results
E_LUMO = -3.440 eV
Energy relative to the best compared isomer or geometry (same formula, charge and spin) = 59.5 kJ/mol
Net charge = +1
Energy = -11982.7812 eV
Kohn-Sham gap = 8.024 eV
HOMO = -0.421 hartree



Question: The lowest energy belongs to which entry?
Answer: C35H53AsNOP2Y



Question: energy of number 4 (C7H16N3)?
Answer: -11982.7812 eV



Question: Which formula does entry 3 have?
Answer: C3H10N2



Question: Among the records above, which one has the lowest energy relative to the best compared isomer or geometry (same formula, charge and spin)?
Answer: C35H53AsNOP2Y